No. 1
Computed, not measured: a structure of composition C15H26ClLaO2P2S, with wB97M-V/def2-TZVPD.

Structure (XYZ):
```
48
Properties=species:S:1:pos:R:3:lowdin_charge:R:1
C -1.299 -2.440 -6.196 -0.046
C -0.689 -2.055 -4.888 -0.770
H -2.042 -3.221 -6.022 0.104
H -0.547 -2.815 -6.896 0.107
H -1.792 -1.574 -6.646 0.103
O -0.952 -2.495 -3.779 -0.005
Cl 0.549 -0.748 -4.999 0.626
La 0.206 0.258 -1.155 1.369
P 1.760 -1.700 -0.084 0.620
C 1.785 -2.960 1.203 -0.238
C 1.911 -2.533 -1.701 -0.288
H 2.824 -3.138 -1.751 0.075
H 4.212 -1.398 -0.040 0.071
H 1.947 -1.839 -2.560 0.009
H 3.403 0.017 -0.718 0.036
H 0.896 -3.600 1.127 0.062
H 1.065 -3.205 -1.904 0.056
C 3.323 -0.765 0.053 -0.287
H 2.667 -3.613 1.189 0.075
H 3.391 -0.236 1.012 0.031
H 1.737 -2.489 2.196 0.066
P -2.136 1.549 -0.414 0.617
C -3.511 1.456 0.753 -0.240
C -1.527 3.272 -0.361 -0.290
H -2.086 1.513 -2.888 0.035
H -3.594 2.203 -2.288 0.072
H -3.346 0.456 -2.254 0.060
C -2.848 1.424 -2.093 -0.285
H -0.707 3.437 -1.076 0.038
H -2.300 4.013 -0.588 0.070
H -4.302 2.200 0.594 0.075
H -3.157 1.576 1.786 0.051
H -1.109 3.520 0.624 0.037
H -3.983 0.465 0.711 0.062
C -1.081 -0.992 1.296 -0.055
O -1.532 -1.420 2.270 0.117
S 1.439 1.982 0.831 0.503
C 1.227 1.713 2.548 -0.687
C -0.055 1.701 3.122 -0.151
C -0.213 1.463 4.493 -0.074
C 0.898 1.243 5.300 -0.073
C 2.177 1.258 4.752 -0.063
C 2.355 1.499 3.381 -0.108
H -0.914 1.884 2.472 0.062
H -1.220 1.455 4.915 0.115
H 0.766 1.063 6.372 0.120
H 3.060 1.091 5.374 0.118
H 3.344 1.527 2.926 0.100
```

Output
LUMO energy, eV: -7.21
HOMO, Ha: -0.4867
Strongest force on any atom, Eh/bohr: 0.085
Electronic energy, a.u.: -2309.7890
ΔE to the lowest compared entry with this formula, charge and spin, kcal per mole: 0.00
Net charge: +2
HOMO-LUMO gap, eV: 6.0


No. 2
Computed, not measured: the molecule C6H13NO, with wB97M-V/def2-TZVPD.

Structure (XYZ):
```
21
Properties=species:S:1:pos:R:3:nbo_charge:R:1
C 0.572 0.508 -0.004 0.085
C 1.085 -0.368 1.142 -0.621
C 1.094 1.941 0.222 -0.593
C 1.079 0.027 -1.367 -0.612
C -1.561 -1.802 0.003 -0.708
C -1.729 -0.324 -0.019 0.587
O -3.019 0.046 -0.001 -0.679
N -0.886 0.631 -0.007 -0.543
H -3.028 1.019 0.006 0.496
H 2.171 -0.272 1.254 0.213
H 0.882 -1.429 0.979 0.203
H 0.623 -0.084 2.095 0.216
H 0.744 2.342 1.181 0.212
H 0.829 -1.019 -1.559 0.198
H 0.738 2.620 -0.562 0.213
H 2.190 1.975 0.224 0.198
H 0.642 0.619 -2.180 0.218
H 2.169 0.115 -1.436 0.210
H -1.480 -2.141 1.039 0.241
H -2.431 -2.283 -0.454 0.241
H -0.683 -2.120 -0.557 0.228
```

Output
LUMO energy, eV: 0.85
HOMO, Ha: -0.3455
Strongest force on any atom, Eh/bohr: 0.035
Electronic energy, a.u.: -366.4126
ΔE to the lowest compared entry with this formula, charge and spin, kcal per mole: 13.34
Net charge: 0
HOMO-LUMO gap, eV: 10.3


No. 3
Computed, not measured: a structure of composition C2H5O3Yb, with wB97M-V/def2-TZVPD.

Structure (XYZ):
```
11
Properties=species:S:1:pos:R:3:nbo_charge:R:1
H -0.818 -0.552 -2.031 0.224
O 0.761 -1.280 -0.973 -0.431
O 1.472 -0.498 -1.979 -0.703
C -0.620 -1.200 -1.166 -0.264
H -0.986 -2.230 -1.250 0.217
Yb 2.158 0.535 -0.210 1.791
O 0.826 1.586 1.364 -0.669
C -0.296 1.472 1.871 0.359
H -0.722 2.331 2.416 0.177
H -1.156 -0.648 -0.279 0.136
H -0.619 0.483 2.238 0.164
```

Output
LUMO energy, eV: -5.15
HOMO, Ha: -0.4574
Strongest force on any atom, Eh/bohr: 0.066
Electronic energy, a.u.: -1463.2441
ΔE to the lowest compared entry with this formula, charge and spin, kcal per mole: 0.00
Net charge: +1
HOMO-LUMO gap, eV: 7.3


No. 4
Computed, not measured: a structure of composition C24H47BrFGaO6PSi, with wB97M-V/def2-TZVPD.

Structure (XYZ):
```
82
Properties=species:S:1:pos:R:3:lowdin_charge:R:1
C 2.263 -1.863 2.838 -0.084
C 1.676 -1.098 1.570 -0.407
F 2.750 -1.074 0.619 -0.090
C 1.351 0.367 2.019 -0.212
Ga 0.123 1.383 0.662 0.429
C 0.275 3.373 1.155 -0.242
C 1.589 4.084 0.651 -0.339
O 2.803 3.581 1.238 -0.238
Si 3.120 4.203 2.782 0.434
C 5.036 4.160 2.973 -0.192
C 2.610 6.012 3.052 -0.197
C 2.429 3.186 4.231 -0.174
C -1.778 0.587 1.015 -0.193
O -2.849 1.252 0.237 -0.216
C -3.782 1.710 1.140 -0.309
C -4.952 0.962 1.580 -0.008
C -5.825 1.584 2.570 -0.110
C -5.613 2.906 3.131 -0.119
C -4.444 3.658 2.682 -0.087
C -3.581 3.043 1.697 -0.005
C 0.829 0.873 -1.202 -0.254
C 0.411 1.796 -2.409 -0.762
C 1.641 2.619 -3.021 -0.158
Br -1.130 2.998 -2.087 0.651
H 1.444 -2.311 3.457 0.070
H 2.833 -1.107 3.441 0.070
H 3.000 -2.650 2.531 0.062
H 0.777 -1.634 1.179 0.123
H 2.295 0.976 2.099 0.051
H 0.835 0.347 3.021 0.058
H -0.579 3.961 0.706 0.017
H 0.163 3.474 2.271 0.046
H 1.657 3.857 -0.452 0.091
H 1.456 5.197 0.721 0.095
H 5.406 3.167 2.614 0.032
H 5.423 4.917 2.230 0.030
H 5.374 4.433 4.001 0.026
H 1.493 6.074 3.185 0.039
H 3.047 6.342 4.037 0.038
H 2.923 6.716 2.243 0.035
H 1.736 3.780 4.897 0.037
H 3.283 2.884 4.906 0.033
H 1.879 2.258 3.945 0.009
H -2.037 0.649 2.103 0.066
H -1.808 -0.506 0.719 0.064
H -5.156 -0.046 1.154 0.107
H -6.725 1.032 2.938 0.086
H -6.283 3.397 3.867 0.081
H -4.168 4.673 3.051 0.093
H -2.705 3.631 1.339 0.098
H 0.460 -0.171 -1.416 0.042
H 1.946 0.873 -1.149 0.050
H 0.097 1.105 -3.242 0.061
H 1.307 3.682 -3.172 0.044
H 2.041 2.157 -3.954 0.067
H 2.432 2.644 -2.220 0.062
O -1.034 -3.675 -1.133 -0.201
P -1.179 -4.798 -2.137 0.689
O 0.407 -4.926 -2.577 -0.229
C 1.328 -5.475 -1.641 -0.287
C 1.209 -6.987 -1.574 -0.085
O -1.740 -3.840 -3.362 -0.259
C -2.665 -2.787 -3.079 -0.286
C -1.965 -1.450 -3.204 -0.065
O -1.561 -6.156 -3.058 -0.252
C -1.682 -6.175 -4.478 -0.286
C -0.376 -5.976 -5.217 -0.077
H 1.175 -5.030 -0.653 0.109
H 2.329 -5.200 -1.975 0.121
H 0.231 -7.285 -1.183 0.069
H 1.980 -7.407 -0.924 0.075
H 1.306 -7.428 -2.567 0.070
H -3.114 -2.907 -2.092 0.105
H -3.473 -2.851 -3.813 0.113
H -1.079 -1.404 -2.569 0.060
H -2.633 -0.630 -2.931 0.086
H -1.622 -1.296 -4.231 0.078
H -2.447 -5.477 -4.817 0.110
H -2.063 -7.171 -4.724 0.116
H -0.018 -4.950 -5.124 0.074
H -0.511 -6.184 -6.281 0.079
H 0.400 -6.636 -4.826 0.070
```

Output
LUMO energy, eV: 0.55
HOMO, Ha: -0.1707
Strongest force on any atom, Eh/bohr: 0.169
Electronic energy, a.u.: -6623.6163
Net charge: -1
HOMO-LUMO gap, eV: 5.2